1.
Below is the ion C12H17O2 with charge +1, with properties calculated with the ωB97M-V functional and the def2-TZVPD basis.

## Properties
Total charge: +1
ΔE to the lowest compared entry with this formula, charge and spin, kJ/mol: 426.2
Frontier orbital gap (alpha / beta), eV: 7.884 / 7.884
E_LUMO (alpha / beta), eV: -5.1 / -5.1
2S+1: 1

Cartesian coordinates (Å):
C: -1.433 -1.431 4.105
C: -1.966 -2.295 3.044
C: -0.863 -0.214 3.899
C: -2.334 -1.923 1.843
C: -1.316 0.155 1.551
C: -1.931 2.398 0.769
C: -1.560 1.095 0.543
C: 3.243 0.632 -1.801
C: -1.767 0.411 -0.825
C: 2.063 -0.307 -1.655
C: -0.474 -0.384 -1.106
C: 0.820 0.496 -1.256
O: -0.752 0.472 2.686
O: -2.879 -2.294 0.725
H: -1.490 -1.901 5.043
H: -2.159 -3.263 3.455
H: -0.470 0.382 4.645
H: -1.979 3.142 -0.040
H: -2.282 2.749 1.741
H: 3.379 1.214 -0.971
H: 3.271 1.368 -2.702
H: 4.294 0.165 -1.775
H: -2.158 1.051 -1.473
H: -2.532 -0.215 -0.575
H: 1.832 -0.780 -2.515
H: 2.197 -1.155 -0.808
H: -0.575 -0.927 -2.011
H: -0.199 -1.071 -0.296
H: 0.650 1.277 -1.855
H: 0.995 0.880 -0.323
H: -2.182 -2.720 0.203

=====

2.
Below is a structure of composition C12H17O5PPdS3, with properties calculated with the ωB97M-V functional and the def2-TZVPD basis.

## Properties
Total charge: -1
ΔE to the lowest compared entry with this formula, charge and spin, kJ/mol: 103.2
Frontier orbital gap (alpha / beta), eV: 6.759 / 6.192
E_LUMO (alpha / beta), eV: 2.4 / 1.8
2S+1: 2

Cartesian coordinates (Å):
Pd: 0.185 -0.837 -0.175
C: 5.619 0.783 -0.981
C: 4.842 1.315 0.204
O: 4.161 0.241 0.879
P: 2.581 0.069 0.682
S: 1.942 -1.552 1.612
S: 2.085 -0.015 -1.265
O: 2.092 1.446 1.339
C: 0.820 1.629 2.000
C: 0.996 1.530 3.497
H: 6.223 1.580 -1.419
H: 4.946 0.395 -1.744
H: 6.283 -0.020 -0.662
H: 4.128 2.085 -0.099
H: 5.513 1.758 0.941
H: 0.092 0.906 1.635
H: 0.473 2.616 1.696
H: 1.305 0.524 3.777
H: 0.049 1.755 3.991
H: 1.749 2.240 3.845
O: -3.761 -1.890 0.697
C: -3.003 -1.018 0.231
O: -1.983 -0.536 0.789
C: -3.341 -0.454 -1.131
C: -4.581 -0.755 -1.697
C: -4.953 -0.241 -2.924
C: -4.063 0.577 -3.612
C: -2.818 0.858 -3.071
C: -2.440 0.355 -1.827
S: -0.834 0.839 -1.270
H: -5.236 -1.404 -1.130
H: -5.921 -0.478 -3.350
H: -4.330 0.987 -4.578
H: -2.114 1.472 -3.618
C: -1.338 -3.393 1.389
O: -0.627 -3.121 0.279
H: -2.404 -3.079 1.190
H: -1.058 -2.718 2.210
H: -1.280 -4.453 1.668

=====

3.
Below is the ion C12H18Br2FN7O3PS with charge +1, with properties calculated with the ωB97M-V functional and the def2-TZVPD basis.

## Properties
Total charge: +1
ΔE to the lowest compared entry with this formula, charge and spin, kJ/mol: 0.0
Frontier orbital gap, eV: 9.282
E_LUMO, eV: -3.5
2S+1: 1
SMILES string: [H]/N=C/Cn1c(CCC(N)=O)nc(N(C(=O)NC(=O)F)[C@H](Br)[C@@H](C)Br)[n+]1[PH2]=S

Cartesian coordinates (Å):
H: -1.993 1.446 4.010
N: -2.021 1.279 3.007
C: -2.490 2.269 2.394
C: -2.586 2.162 0.881
N: -1.495 1.340 0.388
C: -1.581 0.054 0.105
C: -2.771 -0.790 0.188
C: -2.670 -1.920 -0.852
C: -4.046 -2.385 -1.261
N: -4.144 -3.701 -1.808
O: -5.015 -1.683 -1.170
N: -0.411 -0.399 -0.282
C: 0.425 0.589 -0.273
N: 1.706 0.507 -0.621
C: 2.680 1.580 -0.673
O: 2.671 2.368 -1.581
N: 3.642 1.558 0.390
C: 4.901 1.127 -0.046
O: 5.212 0.799 -1.156
F: 5.716 1.058 0.976
C: 2.223 -0.805 -1.022
Br: 1.432 -1.380 -2.703
C: 2.129 -1.919 0.020
C: 3.271 -2.897 -0.210
Br: 2.292 -1.250 1.838
N: -0.216 1.730 0.152
P: 0.234 3.394 0.448
S: 0.155 4.560 -1.071
H: -2.796 3.176 2.899
H: -3.507 1.669 0.622
H: -2.602 3.134 0.408
H: -3.687 -0.257 -0.016
H: -2.805 -1.261 1.157
H: -2.067 -2.740 -0.497
H: -2.194 -1.528 -1.742
H: -3.849 -3.714 -2.778
H: -3.505 -4.324 -1.328
H: 3.697 2.492 0.782
H: 3.262 -0.661 -1.260
H: 1.200 -2.449 -0.080
H: 4.203 -2.368 -0.057
H: 3.230 -3.672 0.534
H: 3.225 -3.332 -1.198
H: -0.572 3.880 1.485
H: 1.519 3.264 0.998

=====

4.
Below is a cluster of 2 separate species, C12H18BrIO9P2 in total, with properties calculated with the ωB97M-V functional and the def2-TZVPD basis.

## Properties
Total charge: 0
Frontier orbital gap, eV: 8.050
E_LUMO, eV: -1.5
2S+1: 1
SMILES string: O=C1C=C(I)C(=O)C(CCCBr)=C1P(=O)(O)O.COP(=O)(OC)OC

Cartesian coordinates (Å):
O: 2.850 2.824 3.679
C: 1.863 2.287 3.236
C: 2.006 1.201 2.214
C: 1.094 0.237 2.211
I: 1.279 -1.321 0.818
C: -0.020 0.304 3.219
O: -0.493 -0.715 3.659
C: -0.479 1.667 3.678
C: -1.895 1.868 4.129
C: -2.839 2.366 3.031
C: -3.176 1.340 1.948
Br: -3.979 -0.265 2.715
C: 0.460 2.623 3.685
P: 0.136 4.319 4.257
O: -0.336 4.394 5.637
O: -0.911 4.969 3.227
O: 1.461 5.214 4.155
H: 2.851 1.226 1.543
H: -1.900 2.605 4.934
H: -2.258 0.944 4.581
H: -3.785 2.601 3.525
H: -2.509 3.295 2.570
H: -3.958 1.773 1.330
H: -2.342 1.112 1.288
H: -1.494 5.542 3.741
H: 1.799 5.157 3.250
C: 2.978 -2.580 -5.065
O: 2.077 -2.670 -3.944
P: 0.462 -2.960 -4.269
O: -0.148 -2.658 -2.953
O: 0.731 -4.544 -4.528
C: 1.091 -5.359 -3.415
O: -0.870 -3.017 -5.269
C: -0.752 -2.446 -6.591
H: 3.988 -2.490 -4.675
H: 2.919 -3.481 -5.681
H: 2.751 -1.703 -5.672
H: 0.837 -4.888 -2.466
H: 2.163 -5.564 -3.441
H: 0.550 -6.300 -3.502
H: 0.037 -2.944 -7.160
H: -0.541 -1.376 -6.527
H: -1.699 -2.586 -7.103

=====

5.
Below is a structure of composition C12H18CaClN6O4, with properties calculated with the ωB97M-V functional and the def2-TZVPD basis.

## Properties
Total charge: +1
ΔE to the lowest compared entry with this formula, charge and spin, kJ/mol: 490.2
Frontier orbital gap, eV: 5.882
E_LUMO, eV: -6.9
2S+1: 1

Cartesian coordinates (Å):
Ca: -2.335 -0.344 -4.198
Cl: -0.214 -0.418 -1.008
O: 1.053 0.097 -1.390
O: -0.712 0.156 0.204
O: -1.178 -0.065 -2.052
O: -0.181 -1.867 -0.953
C: -4.269 -0.462 0.119
C: -5.574 -0.027 -0.376
N: -6.613 0.285 -0.747
H: -3.562 -0.436 -0.709
H: -4.338 -1.476 0.509
H: -3.828 0.151 0.902
C: 2.921 -2.841 0.131
C: 2.155 -3.304 1.276
N: 1.546 -3.681 2.170
H: 2.545 -1.865 -0.185
H: 2.875 -3.485 -0.744
H: 3.953 -2.690 0.447
C: -0.519 -1.046 3.113
C: -0.138 -1.377 4.480
N: 0.181 -1.612 5.553
H: 0.356 -1.093 2.463
H: -0.809 0.003 3.050
H: -1.301 -1.694 2.729
C: -0.167 2.855 2.672
C: 1.092 2.192 2.345
N: 2.074 1.667 2.059
H: -0.579 2.431 3.583
H: -0.868 2.653 1.858
H: -0.023 3.933 2.662
C: 0.439 3.301 -1.268
C: 1.268 4.356 -0.691
N: 1.906 5.204 -0.257
H: 1.094 2.659 -1.858
H: -0.361 3.573 -1.957
H: -0.058 2.682 -0.521
C: 2.465 -1.517 -3.711
C: 1.222 -1.086 -4.306
N: 0.242 -0.744 -4.794
H: 3.226 -0.749 -3.644
H: 2.826 -2.408 -4.230
H: 2.185 -1.910 -2.726

=====

6.
Below is a structure of composition C12H18Cl4F12N2O11S4V, with properties calculated with the ωB97M-V functional and the def2-TZVPD basis.

## Properties
Total charge: 0
Frontier orbital gap (alpha / beta), eV: 8.316 / 8.827
E_LUMO (alpha / beta), eV: -1.9 / -1.3
2S+1: 2

Cartesian coordinates (Å):
O: -0.246 0.357 -0.507
V: 0.440 -0.142 0.840
C: -0.330 2.824 3.660
F: -0.509 2.168 4.818
F: -0.725 4.089 3.900
F: 0.984 2.786 3.259
S: -1.499 2.073 2.269
O: -2.900 2.348 2.597
O: -0.947 2.741 1.089
N: -1.003 0.387 2.187
S: -1.881 -0.385 3.272
O: -1.219 -1.644 3.517
O: -2.381 0.313 4.448
C: -3.421 -0.871 2.224
F: -3.744 -2.081 2.681
F: -4.386 0.017 2.441
F: -3.132 -0.966 0.901
C: 1.136 -4.489 0.667
F: 2.357 -4.123 0.994
F: 1.078 -5.564 -0.130
F: 0.404 -4.802 1.706
S: 0.450 -2.989 -0.387
O: 0.275 -3.417 -1.787
O: -0.797 -2.585 0.251
N: 1.561 -1.644 -0.144
S: 2.884 -2.067 -0.913
O: 3.910 -1.714 0.081
O: 3.007 -3.466 -1.429
C: 2.985 -0.910 -2.450
F: 4.229 -0.977 -2.961
F: 2.128 -1.430 -3.336
F: 2.611 0.302 -2.103
C: 1.614 -1.564 3.466
O: 1.754 -0.551 2.436
C: 2.845 0.299 2.626
C: 3.043 1.273 1.447
O: 1.776 1.681 0.836
C: 1.952 2.678 -0.155
H: 1.043 -2.409 3.083
H: 1.108 -1.070 4.296
H: 2.548 -1.966 3.858
H: 3.816 -0.139 2.859
H: 2.660 0.859 3.543
H: 3.635 0.819 0.652
H: 3.602 2.116 1.852
H: 2.555 2.280 -0.971
H: 2.500 3.560 0.176
H: 1.038 2.941 -0.688
Cl: -3.737 1.714 -1.689
C: -2.555 3.048 -1.982
C: -1.704 2.878 -3.225
Cl: -0.140 2.097 -2.830
H: -1.883 3.061 -1.124
H: -3.091 3.982 -2.154
H: -1.449 3.821 -3.708
H: -2.194 2.189 -3.913
Cl: -1.629 -1.094 -3.162
C: -2.006 -1.019 -4.931
C: -3.459 -0.736 -5.287
Cl: -4.509 -2.085 -4.846
H: -1.780 -2.020 -5.300
H: -1.278 -0.410 -5.467
H: -3.563 -0.617 -6.365
H: -3.828 0.245 -4.989